{"formula": "C20H18ClNO2STi", "method": "ωB97M-V/def2-TZVPD", "e_lumo_ev": -8.914, "charge": 2, "total_energy_ha": -2685.41879, "spin_multiplicity": 1, "mol_weight_g_mol": 419.8, "homo_lumo_gap_ev": 6.32, "elements": ["Cl", "C", "C", "C", "H", "C", "C", "H", "H", "H", "C", "Ti", "C", "O", "C", "O", "H", "H", "H", "N", "S", "C", "C", "C", "C", "C", "C", "C", "C", "C", "C", "C", "C", "H", "H", "H", "H", "H", "H", "H", "H", "H", "H", "H"], "xyz": [[-1.05, 2.83, -3.09], [-0.82, -1.17, -2.92], [0.56, -1.43, -2.64], [1.34, -0.59, -3.48], [0.91, -2.26, -2.04], [0.48, 0.25, -4.27], [-0.87, -0.14, -3.93], [-1.74, 0.27, -4.43], [-1.66, -1.79, -2.61], [2.43, -0.58, -3.56], [0.85, 1.26, -5.29], [-0.11, 0.90, -2.28], [1.64, 2.11, -1.85], [2.58, 2.76, -1.66], [-2.08, 1.65, -1.21], [-2.88, 2.20, -0.59], [1.73, 1.86, -5.02], [0.00, 1.93, -5.53], [1.13, 0.68, -6.18], [-0.17, -0.03, -0.38], [0.88, -0.30, 0.89], [0.55, 1.05, 2.07], [-0.04, 2.24, 1.62], [-0.40, 3.18, 2.58], [-0.14, 2.94, 3.93], [0.45, 1.75, 4.37], [0.79, 0.77, 3.43], [0.15, -1.77, 1.64], [-1.07, -1.74, 2.33], [-1.47, -2.87, 3.06], [-0.65, -4.01, 3.09], [0.56, -4.04, 2.39], [0.95, -2.92, 1.65], [-1.14, -0.12, -0.04], [-0.25, 2.39, 0.58], [-0.91, 4.10, 2.31], [-0.47, 3.65, 4.68], [0.63, 1.57, 5.44], [1.22, -0.19, 3.73], [-1.67, -0.84, 2.35], [-2.42, -2.88, 3.62], [-0.93, -4.87, 3.70], [1.20, -4.94, 2.43], [1.90, -2.87, 1.12]]}